Density functional theory data (ωB97M-V/def2-TZVPD) for 2 unconnected molecules or ions with the total composition C3H6N4O.

```
14
C3H6N4O (ωB97M-V/def2-TZVPD)
C -0.852 0.563 -0.320
C -0.083 1.775 -0.100
C 2.161 -0.973 0.390
N -1.599 0.071 0.644
N -0.887 -0.180 -1.435
N -1.929 -1.134 0.164
N -1.536 -1.291 -1.125
O 2.621 0.139 0.404
H -0.321 2.325 0.716
H 0.066 2.464 -0.908
H 0.933 1.243 0.055
H 1.752 -1.519 -0.504
H -2.511 -1.818 0.673
H 2.186 -1.663 1.348
```

Values from the calculation:
* Kohn-Sham gap (spin up / spin down): 7.98 / 7.53 eV
* largest force on an atom: 7.5 eV/Å
* 2S+1: 3
* ΔE to the lowest compared entry with this formula, charge and spin: 0.576 eV
* expectation value of S²: 2.01

Density functional theory data (ωB97M-V/def2-TZVPD) for a single C3H6N4O2 molecule.

```
15
C3H6N4O2 (ωB97M-V/def2-TZVPD)
C 0.304 -0.286 -0.004
C 2.207 0.981 0.023
C 2.674 -0.453 -0.100
H 0.171 1.683 -0.011
H 2.496 1.178 1.097
H 2.830 1.523 -0.764
H 3.438 -0.645 0.712
H 2.922 -0.836 -1.079
H 1.244 -2.123 -0.079
N -1.955 -0.003 0.024
N -0.878 -0.835 -0.006
N 0.793 0.928 -0.206
N 1.376 -1.146 0.242
O -1.924 1.237 0.154
O -3.022 -0.592 -0.124
```

Values from the calculation:
* Kohn-Sham gap: 10.43 eV
* largest force on an atom: 2.8 eV/Å
* SMILES: O=[N+]([O-])N=C1NCCN1
* ΔE to the lowest compared entry with this formula, charge and spin: 4.106 eV

Density functional theory data (ωB97M-V/def2-TZVPD) for a molecular structure, C3H6N4O3.

```
16
C3H6N4O3 (ωB97M-V/def2-TZVPD)
C 2.393 -0.766 0.001
C 0.670 1.548 -0.212
C -1.008 -0.822 -0.150
N 1.187 -0.982 0.445
N 0.315 2.297 0.784
N -2.145 -0.256 -0.588
N 0.132 -0.167 0.185
O 3.512 -0.652 -0.196
O 1.279 1.421 -1.244
O -0.936 -2.110 -0.085
H 0.955 -1.995 0.754
H -0.129 1.993 1.600
H 0.581 3.236 0.704
H -2.376 0.742 -0.701
H -3.079 -0.789 -0.616
H -1.350 -2.699 -0.681
```

Values from the calculation:
* Kohn-Sham gap: 10.07 eV
* largest force on an atom: 4.3 eV/Å
* net charge: +2
* ΔE to the lowest compared entry with this formula, charge and spin: 0.000 eV

Density functional theory data (ωB97M-V/def2-TZVPD) for 2 unconnected molecules or ions with the total composition C3H6N4OS.

```
15
C3H6N4OS (ωB97M-V/def2-TZVPD)
C -2.388 -0.366 0.348
C 0.166 1.805 -0.522
C 1.923 -0.027 1.332
N 0.637 0.660 -0.818
N -1.661 -1.141 -0.165
N 1.696 0.183 -0.070
N -1.284 -1.599 -1.430
O -3.072 0.277 1.021
S 1.754 -1.511 0.328
H -0.550 2.060 -1.187
H 0.281 2.542 0.329
H 2.927 0.307 1.815
H 1.150 0.235 1.968
H -0.957 -2.526 -1.257
H -0.623 -0.899 -1.691
```

Values from the calculation:
* Kohn-Sham gap: 9.11 eV
* largest force on an atom: 3.4 eV/Å
* SMILES: C=NN1CS1.NN=C=O
* ΔE to the lowest compared entry with this formula, charge and spin: 2.987 eV

Density functional theory data (ωB97M-V/def2-TZVPD) for a single C3H6N4S molecule.

```
14
C3H6N4S (ωB97M-V/def2-TZVPD)
C -1.132 -0.472 -0.158
C -1.196 0.966 0.344
C 1.382 -0.384 -0.197
H -2.968 -0.806 -0.068
H -2.164 1.386 0.084
H -1.028 0.997 1.422
H 1.956 1.332 0.674
H 3.183 -0.597 0.036
H 0.152 -1.982 -0.716
N -2.127 -1.267 -0.306
N 1.394 1.008 -0.076
N 2.374 -1.176 -0.069
N 0.131 -0.965 -0.472
S 0.043 1.960 -0.501
```

Values from the calculation:
* Kohn-Sham gap: 9.54 eV
* largest force on an atom: 1.8 eV/Å
* SMILES: [H]/N=C1\NSC/C(=N\[H])N1
* ΔE to the lowest compared entry with this formula, charge and spin: 0.602 eV

Density functional theory data (ωB97M-V/def2-TZVPD) for a single C3H6N4S molecule.

```
14
C3H6N4S (ωB97M-V/def2-TZVPD)
C 1.010 0.181 0.856
C -0.836 -0.183 -0.295
C 0.450 2.059 -0.716
N 0.717 -1.084 1.086
N 0.192 0.749 -0.110
N -0.500 -1.270 0.527
N -1.080 -2.493 0.650
S -2.040 0.110 -1.361
H 2.085 0.601 0.991
H -0.069 2.897 -0.261
H 1.569 2.253 -0.714
H 0.059 2.132 -1.758
H -0.437 -2.955 1.375
H -1.122 -2.998 -0.268
```

Values from the calculation:
* Kohn-Sham gap: 8.57 eV
* largest force on an atom: 3.9 eV/Å
* SMILES: Cn1cnn(N)c1=S
* ΔE to the lowest compared entry with this formula, charge and spin: 2.370 eV